[1]
The molecule C4H8O2 in a non-equilibrium geometry, computed with the ωB97M-V functional and the def2-TZVPD basis.

ORCA input file:
```
! RIJCOSX wB97M-V def2-TZVPD def2/J DEFGRID3
* xyz 0 1
O 2.067 1.068 0.428
H 1.739 -0.988 0.582
C 1.405 -0.115 0.000
H 1.674 -0.320 -1.055
H 2.998 0.995 0.180
C -0.095 0.077 0.212
H -0.728 0.687 -1.908
H -1.505 1.624 -0.600
C -1.047 0.658 -0.852
H -1.702 -0.600 1.508
C -1.221 -0.947 0.435
H -1.114 -2.022 0.518
H -0.505 0.325 1.223
O -1.976 -0.435 -0.635
*
```

gap between HOMO and LUMO	10.27	eV
LUMO	0.9	eV
electronic energy	-307.566780	hartree
SMILES	OCC1COC1



[2]
The molecule C4H8O2, computed with the ωB97M-V functional and the def2-TZVPD basis.

ORCA input file:
```
! RIJCOSX wB97M-V def2-TZVPD def2/J DEFGRID3
* xyz 0 1
O 1.490 1.434 0.124
H -2.809 0.337 0.076
H 1.125 1.793 -0.705
H -1.872 -0.350 1.439
C -1.903 -0.206 0.355
H 2.174 -0.313 -0.778
O -0.822 1.406 -1.022
H 0.758 -1.373 -1.108
C 1.361 -0.889 -0.330
H -1.935 -1.198 -0.112
C -0.710 0.568 -0.148
H 0.679 0.155 1.482
H 1.767 -1.661 0.332
C 0.695 0.298 0.395
*
```

gap between HOMO and LUMO	10.99	eV
LUMO	0.9	eV
electronic energy	-307.674983	hartree
SMILES	CC(=O)[C@@H](C)O



[3]
A cluster of 2 separate species, C4H8O2 in total in a non-equilibrium geometry, computed with the ωB97M-V functional and the def2-TZVPD basis.

ORCA input file:
```
! RIJCOSX wB97M-V def2-TZVPD def2/J DEFGRID3
* xyz 0 1
H -0.156 1.530 -2.013
H -0.650 1.793 -0.331
H 1.659 1.278 0.110
O 1.268 -0.098 1.180
C -0.782 -1.142 1.395
C 0.085 1.278 -0.977
H 0.641 -0.750 -1.436
H -1.807 -1.342 1.122
H -1.103 -0.541 -1.114
H -0.719 -0.818 2.444
C -0.086 -0.234 -0.816
H -0.002 -2.100 0.536
C 0.258 -0.553 0.633
O 1.394 1.699 -0.733
*
```

gap between HOMO and LUMO	9.77	eV
LUMO	0.1	eV
electronic energy	-307.578670	hartree



Summary of relative energy (zero: lowest compared OMol25 entry of this formula, charge and spin) in eV
3.9633 1.0190 3.6398
(order as listed above)